Computed, not measured: H46MnO27P as an isolated structure, with the ωB97M-V functional and the def2-TZVPD basis.

Last column: Mulliken spin population.
Geometry (Å):
Mn: 0.03875 -0.03649 -0.29803  4.639
P: -1.10058 -0.58040 -2.54164  0.011
O: -1.68078 0.30950 -1.32053  0.093
O: 0.38709 -0.85545 -2.11079  0.080
O: -1.03464 0.34264 -3.82164  0.000
O: -1.90586 -1.93487 -2.64932  -0.001
O: 1.05005 2.04085 -1.15756  0.033
H: 1.59792 1.36730 -1.57126  0.001
H: 0.45103 2.43123 -1.84140  0.000
O: 2.13774 0.11043 0.20719  0.032
H: 2.53408 0.82241 0.72113  0.010
H: 2.63617 -0.70345 0.48519  0.001
O: 3.02250 -2.12706 -2.28979  0.000
H: 2.11443 -1.65564 -2.25178  0.008
H: 2.85237 -2.78251 -2.95898  -0.001
O: 3.44777 -2.05984 3.09893  0.000
H: 2.71115 -1.48128 3.34100  0.000
H: 3.01624 -2.78345 2.59159  0.000
O: 1.69834 -4.82084 1.64617  0.000
H: 2.33092 -4.42955 1.01490  0.000
H: 0.84701 -4.53920 1.27599  0.001
O: 3.63322 -2.37418 0.16376  0.000
H: 4.54901 -2.19807 -0.14210  0.000
H: 3.20447 -2.33281 -0.71634  0.001
O: 0.57341 -0.26060 3.94052  0.000
H: 0.04777 0.23364 4.59171  0.000
H: 0.19841 -0.03342 3.08408  0.006
O: -0.60091 2.83916 -3.03094  0.000
H: -0.88461 1.93779 -3.41675  0.000
H: -0.08564 3.30523 -3.72182  0.000
O: -2.50658 4.50370 0.74692  0.000
H: -2.71238 3.84216 0.02967  0.000
H: -3.31507 4.62754 1.24431  0.000
O: 0.24157 -3.47949 -1.15634  0.000
H: 0.19862 -2.62949 -1.64169  0.002
H: -0.54815 -3.93286 -1.46795  -0.001
O: -0.50563 1.04496 1.42111  0.019
H: -1.36326 1.39779 1.74584  0.006
H: 0.07572 1.77293 1.19194  -0.004
O: -1.88904 -1.86475 3.34986  0.000
H: -0.99469 -1.50941 3.53720  0.000
H: -2.48409 -1.10837 3.31422  0.000
O: 1.71566 1.42236 -4.42164  0.000
H: 0.81774 1.00779 -4.34107  0.000
H: 2.26776 0.63657 -4.32503  0.000
O: -2.80106 -3.11287 -0.09815  -0.001
H: -2.40275 -2.59047 -0.87729  0.004
H: -3.21917 -3.85949 -0.53164  0.000
O: -0.08124 4.13709 1.83421  0.001
H: 0.03071 5.11463 1.82865  0.000
H: -0.90594 4.06457 1.30499  0.000
O: 3.24563 1.47884 2.41105  0.000
H: 2.66078 1.99400 2.95337  0.000
H: 3.79021 0.98817 3.04904  0.000
O: -2.75164 2.81424 -1.23876  0.001
H: -2.46292 1.85536 -1.38361  0.006
H: -2.25581 3.20592 -1.99072  0.000
O: -1.32367 -4.32647 -3.40268  0.000
H: -0.46882 -4.02504 -3.75107  0.000
H: -1.79395 -3.45153 -3.25595  0.000
O: -3.82796 -0.73715 0.27974  0.000
H: -4.05267 -1.64231 0.02647  0.000
H: -3.22741 -0.43911 -0.46742  0.004
O: -1.19305 1.95396 4.63858  0.000
H: -0.50674 2.19089 4.00875  0.001
H: -1.86624 1.46361 4.15121  0.000
O: -0.10387 -1.93790 1.01800  0.066
H: 0.16296 -2.56376 0.30344  -0.018
H: -0.92064 -2.35275 1.36596  0.000
O: 3.33557 4.12853 -2.03502  0.000
H: 2.89847 4.46981 -2.79635  0.000
H: 2.65009 3.61553 -1.57246  0.002
O: -2.92158 1.46366 1.88794  -0.001
H: -3.33681 0.61927 1.68181  0.000
H: -3.13547 1.99826 1.10903  -0.001

Atomic forces in eV per Å
0.300 0.019 1.270
-2.061 0.594 -2.846
-0.012 -1.066 -1.028
0.386 -0.874 0.062
-0.241 -1.299 1.819
1.151 2.699 0.665
-0.039 0.206 0.826
0.131 0.130 -0.532
0.016 -0.327 -0.219
0.696 -1.191 0.181
0.116 0.227 0.371
-0.248 0.474 -0.231
-2.061 1.502 -0.335
1.380 -0.452 -0.137
0.069 -0.624 -0.311
-0.525 -0.370 -0.249
-0.037 -0.159 0.030
0.396 0.675 0.404
0.140 0.461 -0.535
-0.217 -0.212 0.267
0.230 -0.139 0.172
0.761 0.314 -0.111
-0.604 -0.148 0.739
-0.100 -0.461 -0.059
0.030 -0.268 0.447
0.145 -0.016 -0.195
0.081 0.320 -0.466
-0.014 0.484 -0.850
0.300 0.001 0.107
-0.498 -0.594 0.476
-0.206 -0.314 -0.371
0.188 0.327 -0.006
-0.105 0.049 0.172
0.566 0.211 0.237
0.060 -0.042 -0.087
-0.227 -0.319 -0.255
1.054 -0.093 0.635
-0.495 -0.112 -0.362
0.159 0.834 0.227
0.448 0.084 0.060
-0.534 -0.185 0.069
0.099 -0.097 -0.072
-0.723 -0.732 0.113
0.305 0.325 0.022
0.199 0.229 -0.017
0.706 0.577 -1.243
-0.569 -0.814 0.825
0.034 -0.261 -0.118
0.046 0.847 -0.209
0.122 -1.076 0.118
0.059 0.072 0.406
0.742 -0.400 0.032
-0.532 0.427 0.327
-0.232 0.015 -0.436
0.466 -0.936 -0.983
-0.261 0.588 0.585
-0.206 0.100 0.496
-0.096 0.323 -0.136
-0.413 -0.215 0.127
0.591 -0.468 -0.112
0.349 1.090 -0.900
0.263 -0.025 0.381
-0.507 -0.211 0.943
-0.018 -0.308 0.452
-0.154 0.228 -0.322
0.041 0.327 -0.197
-0.113 -0.205 -0.122
-0.165 -0.170 0.054
0.107 0.554 -0.066
0.221 -0.460 1.117
-0.472 0.310 -0.918
0.196 0.049 -0.148
-0.469 0.647 0.305
-0.209 -0.738 -0.443
0.017 0.061 0.089

Calculated values
Kohn-Sham gap (alpha / beta): 7.84 / 8.85 eV
multiplicity: 6
charge: -1
HOMO level (alpha / beta): -5.8 / -6.8 eV

Computed, not measured: a 23-piece molecular cluster, H46O23 overall, with the ωB97M-V functional and the def2-TZVPD basis.

Last column: natural (NBO) charge in e.
Geometry (Å):
O: -0.28879 5.84869 1.25309  -0.944
H: 0.31227 6.17997 0.58585  0.456
H: -0.71430 5.09689 0.84081  0.483
O: 2.04304 3.07474 3.32596  -0.957
H: 2.26793 2.78379 2.44222  0.493
H: 1.30598 2.51983 3.58102  0.455
O: 2.97189 1.77877 -1.95440  -0.971
H: 3.07267 2.71815 -2.10814  0.497
H: 2.23183 1.52349 -2.50521  0.496
O: 0.71570 3.24753 -3.03520  -0.983
H: 0.64597 3.78380 -3.82500  0.486
H: 0.38592 2.38840 -3.29858  0.503
O: -3.33233 -4.08930 2.13967  -0.919
H: -2.94028 -3.43607 1.56018  0.475
H: -4.27035 -4.04179 1.95503  0.445
O: 1.85564 -1.92989 -4.93898  -0.948
H: 2.07812 -1.06813 -4.58670  0.477
H: 2.20641 -1.92295 -5.82957  0.471
O: 0.53767 0.28979 -3.59877  -0.989
H: 0.13824 -0.09482 -4.37901  0.496
H: 0.06452 -0.10618 -2.86694  0.503
O: 0.05354 -6.16713 0.03582  -0.931
H: 0.49377 -5.39243 -0.31385  0.470
H: 0.03142 -6.78203 -0.69741  0.461
O: 2.72540 -4.46945 -0.79789  -0.958
H: 3.41153 -3.94227 -0.38857  0.476
H: 2.79643 -4.27244 -1.73190  0.485
O: -1.98391 2.94163 2.81024  -0.982
H: -2.91289 2.74526 2.68913  0.503
H: -1.92966 3.31136 3.69149  0.484
O: -3.91888 -0.45825 1.14820  -0.984
H: -4.50178 -1.13607 0.80612  0.501
H: -3.03783 -0.78533 0.96654  0.492
O: -0.18858 -0.98837 3.54660  -0.954
H: -0.66178 -0.72092 4.33450  0.473
H: 0.47602 -0.31049 3.42408  0.488
O: -0.23946 3.57993 -0.45754  -1.003
H: -1.07134 3.19759 -0.73687  0.501
H: 0.21358 3.79137 -1.27379  0.509
O: 5.19969 -1.63094 -2.26792  -0.972
H: 4.27273 -1.60257 -2.03091  0.485
H: 5.59789 -0.92064 -1.76478  0.459
O: 2.93295 -0.91377 -1.27179  -0.983
H: 3.11837 0.00118 -1.48325  0.501
H: 1.97995 -0.98442 -1.32680  0.495
O: -2.41050 1.93729 -1.52633  -0.957
H: -3.30461 1.74082 -1.24672  0.487
H: -1.85588 1.52582 -0.86351  0.480
O: 2.45508 3.12397 0.53832  -0.964
H: 1.66208 3.62521 0.34820  0.478
H: 2.64138 2.65245 -0.27358  0.479
O: -0.36475 -3.54144 2.90530  -0.964
H: 0.35061 -3.17548 2.38514  0.470
H: -0.68836 -2.80307 3.42135  0.478
O: -4.29934 -2.89375 -0.34909  -0.959
H: -4.18210 -2.66944 -1.27222  0.483
H: -5.03345 -3.50797 -0.34272  0.482
O: -0.10437 -0.53996 -0.15103  -1.038
H: 0.18940 -1.31991 0.31973  0.500
H: -0.13916 0.14468 0.51702  0.504
O: -4.44657 2.04211 2.24943  -0.974
H: -5.11723 1.66186 2.81676  0.483
H: -4.12168 1.30397 1.73386  0.505
O: -0.10462 1.71359 1.46096  -1.023
H: -0.83615 2.03940 1.98532  0.500
H: 0.03236 2.38755 0.79521  0.490
O: 1.50575 -2.52332 1.05349  -0.973
H: 1.67854 -3.45798 0.94040  0.498
H: 2.34895 -2.10162 0.88789  0.494

Atomic forces in eV per Å
-0.073 0.418 0.388
0.124 0.084 -0.102
0.002 -0.290 -0.124
0.127 0.124 0.737
0.052 -0.022 -0.583
-0.174 -0.045 -0.080
0.331 -0.197 0.197
0.135 0.274 -0.307
-0.373 0.032 -0.319
0.281 0.463 0.074
-0.011 0.262 -0.188
-0.296 -0.701 -0.104
-0.119 -0.196 0.382
0.268 0.009 -0.149
-0.164 0.017 0.004
-0.292 -0.154 -0.056
0.174 0.225 0.315
0.158 -0.132 -0.235
0.261 0.628 0.110
-0.078 -0.200 -0.333
-0.227 -0.212 0.561
-0.223 -0.066 0.184
0.269 0.205 -0.081
0.027 -0.174 -0.146
-0.297 -0.226 0.217
0.382 0.092 -0.028
0.038 0.096 -0.313
0.546 0.343 0.238
-0.948 -0.275 -0.133
0.263 0.196 0.149
0.032 0.577 0.104
-0.139 -0.371 -0.235
0.400 -0.151 0.019
-0.163 0.353 0.082
-0.157 0.154 0.254
0.257 0.223 -0.190
0.029 0.334 0.442
-0.618 0.045 -0.353
0.146 -0.058 -0.707
0.954 -0.401 -0.501
-0.484 0.065 0.137
0.133 0.098 0.106
-0.340 -0.493 0.291
0.244 0.580 0.112
-0.523 -0.077 0.207
0.261 0.297 -0.241
-0.321 0.001 0.121
0.183 -0.646 0.297
0.409 0.291 0.157
-0.261 0.192 0.240
0.008 -0.542 -0.084
-0.418 -0.996 -0.073
0.068 0.393 0.187
0.195 0.043 -0.121
-0.062 0.295 0.124
0.117 0.078 -0.295
-0.166 -0.299 0.013
-0.342 -0.236 -1.191
0.227 -0.603 0.222
0.087 0.929 0.675
-0.205 0.753 0.084
-0.110 -0.057 0.169
0.029 -0.798 -0.301
0.455 -1.359 -0.208
-0.584 0.357 0.642
0.365 0.375 -0.212
-0.137 0.166 0.150
-0.016 -0.460 -0.307
0.283 0.368 -0.092

Calculated values
Kohn-Sham gap: 9.46 eV
multiplicity: 1
HOMO level: -9.9 eV

Computed, not measured: a 3-piece molecular cluster, H4IO2 overall, with the ωB97M-V functional and the def2-TZVPD basis.

Last column: natural (NBO) charge in e.
Geometry (Å):
I: 1.10757 -0.64061 -0.97387  -0.960
O: -2.26155 -1.93074 -1.24962  -0.979
H: -2.81346 -1.21351 -1.57472  0.452
H: -1.42335 -1.48510 -0.98622  0.504
O: 1.42861 1.89967 1.61902  -0.964
H: 1.77247 1.20404 1.01949  0.502
H: 2.18971 2.16624 2.14593  0.445

Atomic forces in eV per Å
0.089 0.046 0.053
0.158 0.239 0.209
0.096 0.013 0.009
-0.220 -0.307 -0.248
0.435 -0.108 -0.003
-0.494 0.172 0.051
-0.063 -0.055 -0.071

Calculated values
Kohn-Sham gap: 7.52 eV
multiplicity: 1
charge: -1
HOMO level: -3.8 eV

Computed, not measured: a 2-piece molecular cluster, H4N2O2P overall, with the ωB97M-V functional and the def2-TZVPD basis.

Last column: natural (NBO) charge in e.
Geometry (Å):
N: -1.13032 0.73955 0.06392  -1.177
N: 1.00377 -0.76010 -0.68743  -1.158
O: -1.44097 -1.67048 -0.82353  -1.130
O: -0.18238 -0.67133 2.81151  -0.898
P: -0.55835 -0.91045 0.11659  1.856
H: -2.01235 0.75364 -0.36501  0.368
H: -1.19632 1.16407 0.96688  0.397
H: 1.10947 -1.73030 -1.20524  0.370
H: 1.76702 -0.68460 -0.09243  0.372

Atomic forces in eV per Å
1.681 -0.893 0.450
-2.010 -3.102 -2.315
0.072 -0.439 0.131
-0.103 -0.066 -1.514
0.250 1.848 0.410
-1.374 -0.106 -0.755
0.173 -0.026 0.695
-0.237 2.528 1.302
1.548 0.256 1.596

Calculated values
Kohn-Sham gap (alpha / beta): 7.25 / 7.63 eV
multiplicity: 1
charge: -1
HOMO level (alpha / beta): -3.9 / -3.2 eV

Computed, not measured: one molecule with the formula H4N2O2S, with the ωB97M-V functional and the def2-TZVPD basis.

Last column: natural (NBO) charge in e.
Geometry (Å):
N: 0.69798 0.89915 1.39329  -0.951
N: 0.28918 -1.08628 -0.44562  -0.533
O: -1.17906 1.05602 -0.41434  -0.941
O: -0.03530 -1.39240 -1.79525  -0.554
S: -0.78536 -0.03072 0.44637  1.440
H: 0.27495 1.36373 2.26710  0.351
H: 0.63543 1.65900 0.78794  0.347
H: 0.42510 -1.90174 -0.01748  0.358
H: -0.32291 -0.56676 -2.22202  0.483

Atomic forces in eV per Å
-2.434 -2.249 1.833
-0.312 5.315 -2.285
-0.613 0.151 -1.604
-0.691 0.058 0.191
2.529 0.470 2.405
0.419 -1.372 -1.262
0.319 1.766 -1.861
0.480 -4.139 2.190
0.304 -0.003 0.392

Calculated values
Kohn-Sham gap: 9.38 eV
multiplicity: 1
HOMO level: -9.1 eV

Computed, not measured: one molecule with the formula H4N2O2Si, with the ωB97M-V functional and the def2-TZVPD basis.

Last column: natural (NBO) charge in e.
Geometry (Å):
N: 0.40924 0.35511 -0.87976  -1.268
N: 0.62128 -2.13725 0.39664  0.276
O: 1.78764 -1.92416 0.08332  -0.439
O: 0.19549 -3.23737 0.63640  -0.373
Si: -0.20838 -0.34249 0.56530  1.339
H: 0.70774 -0.06476 -1.69271  0.414
H: 1.04674 1.10899 -0.83506  0.401
H: -1.64345 -0.80565 0.61563  -0.199
H: -0.18382 0.20890 1.91426  -0.151

Atomic forces in eV per Å
-1.137 1.418 2.658
0.446 1.373 0.788
0.506 -0.232 -0.221
-0.686 -0.141 0.027
-1.197 -2.333 -1.529
0.067 -2.089 -1.825
0.430 1.187 0.727
0.485 0.330 -0.630
1.085 0.488 0.005

Calculated values
Kohn-Sham gap: 10.50 eV
SMILES string: N[SiH2][N+](=O)[O-]
multiplicity: 1
HOMO level: -10.2 eV

Computed, not measured: a 2-piece molecular cluster, H4N2O3 overall, with the ωB97M-V functional and the def2-TZVPD basis.

Last column: Mulliken spin population.
Geometry (Å):
N: -1.25236 0.78129 1.79882  0.047
N: 1.25509 -0.76029 -1.80005  0.422
O: -1.07993 0.49501 0.41914  0.287
O: 1.47600 -0.29619 -0.61342  0.611
O: -0.46791 -0.60339 0.08899  0.641
H: -1.54121 1.73419 2.00470  0.000
H: -0.40167 0.63713 2.43534  0.009
H: 0.43340 -0.34982 -2.23825  -0.011
H: 1.57857 -1.63792 -2.09527  -0.005

Atomic forces in eV per Å
1.332 -1.451 2.923
-0.908 2.590 1.093
-0.135 1.015 -0.742
2.233 -0.611 -1.522
-2.256 0.333 1.901
-0.043 0.110 -1.389
-1.041 -0.223 -1.967
0.163 -0.388 -0.176
0.655 -1.376 -0.119

Calculated values
Kohn-Sham gap (alpha / beta): 9.52 / 8.98 eV
multiplicity: 3
HOMO level (alpha / beta): -8.4 / -9.6 eV

Computed, not measured: a 2-piece molecular cluster, H4N2OS overall, with the ωB97M-V functional and the def2-TZVPD basis.

Last column: natural (NBO) charge in e.
Geometry (Å):
N: -0.63059 1.08228 -0.00630  -1.026
N: -2.39323 -0.72804 -0.18371  -1.050
O: 2.08889 -0.57532 0.18063  -0.950
S: -1.15061 -0.07743 -0.79979  1.307
H: -0.02424 1.68666 -0.48618  0.370
H: 2.78319 -0.26611 -0.36697  0.471
H: -3.03994 -0.55818 0.54472  0.398
H: 2.36655 -0.56388 1.11760  0.480

Atomic forces in eV per Å
-0.873 0.440 1.131
2.009 -0.865 -2.804
-1.185 -0.607 1.350
-2.655 -1.059 1.485
1.412 0.603 -0.811
1.219 0.443 -0.431
0.045 0.914 1.045
0.029 0.132 -0.965

Calculated values
Kohn-Sham gap: 9.85 eV
multiplicity: 1
HOMO level: -9.6 eV

Copy entry 7 word for word.
Computed, not measured: a 2-piece molecular cluster, H4N2O3 overall, with the ωB97M-V functional and the def2-TZVPD basis.

Last column: Mulliken spin population.
Geometry (Å):
N: -1.25236 0.78129 1.79882  0.047
N: 1.25509 -0.76029 -1.80005  0.422
O: -1.07993 0.49501 0.41914  0.287
O: 1.47600 -0.29619 -0.61342  0.611
O: -0.46791 -0.60339 0.08899  0.641
H: -1.54121 1.73419 2.00470  0.000
H: -0.40167 0.63713 2.43534  0.009
H: 0.43340 -0.34982 -2.23825  -0.011
H: 1.57857 -1.63792 -2.09527  -0.005

Atomic forces in eV per Å
1.332 -1.451 2.923
-0.908 2.590 1.093
-0.135 1.015 -0.742
2.233 -0.611 -1.522
-2.256 0.333 1.901
-0.043 0.110 -1.389
-1.041 -0.223 -1.967
0.163 -0.388 -0.176
0.655 -1.376 -0.119

Calculated values
Kohn-Sham gap (alpha / beta): 9.52 / 8.98 eV
multiplicity: 3
HOMO level (alpha / beta): -8.4 / -9.6 eV

Look up the multiplicity of the seventh one. 3

Number 8 is which compound? H4N2OS